1.
20
Properties=species:S:1:pos:R:3:forces:R:3 method="wB97M-V/def2-TZVPD" e_lumo_ha=0.033 relative_energy_ev=2.602 smiles=CC(C)O.CC e_homo_ha=-0.3738 e_tot_ha=-274.04644 orbital_gap_ha=0.4070
H 3.02407 0.72291 1.69655 -0.3 -0.2 0.1
O 2.20563 0.23686 1.89686 2.5 1.4 0.7
H -2.25104 1.49323 -2.52185 -0.4 -1.5 -0.4
C 0.15700 -0.58688 1.56252 -1.7 2.3 -0.5
C -2.25440 0.35659 -2.49459 -2.5 -0.1 0.0
C -2.85102 -0.15206 -1.12101 2.1 2.1 1.2
C 1.28218 0.42411 0.90191 -1.8 -5.7 -0.8
H 2.43604 0.23981 -0.92700 4.8 4.3 -3.4
H -2.78045 -0.16841 -3.34579 0.2 1.2 0.6
H -0.94316 -0.38703 1.39978 1.1 0.5 -0.2
H 2.22358 -1.13005 -0.29655 -0.5 -1.0 0.3
H -2.61609 0.77651 -0.45084 -1.1 -1.7 -0.6
H -3.90865 -0.46321 -1.05205 0.6 0.4 -0.4
H 0.99578 1.37096 0.60362 -0.9 2.5 0.6
H 0.22967 -0.66038 2.65372 0.5 0.4 -0.3
C 1.71669 -0.19637 -0.48385 -1.5 -2.8 6.4
H 0.90142 -0.32748 -1.04535 -3.0 -0.5 -2.4
H -1.26615 0.05331 -2.64596 1.8 -0.5 0.2
H -2.20210 -0.91348 -0.63476 -0.6 0.1 -0.6
H 0.20936 -1.57390 1.20174 0.8 -1.3 -0.7

2.
21
Properties=species:S:1:pos:R:3:forces:R:3 method="wB97M-V/def2-TZVPD" e_lumo_ha=0.020 relative_energy_ev=2.138 smiles="C=C(C)CC.O.O" e_homo_ha=-0.3343 e_tot_ha=-349.29722 orbital_gap_ha=0.3538
H 2.43192 -1.00394 0.73694 -0.5 0.7 -0.8
O 0.79681 3.55519 -1.20479 1.5 -3.4 -0.7
H -0.92045 0.62111 0.81518 -0.7 -0.6 -0.3
H -1.10604 0.14172 -2.32983 3.0 -0.6 -3.0
H 0.02385 -2.61710 -1.15284 0.1 -0.2 1.1
H 1.91864 0.50134 -0.29326 0.2 -2.2 0.2
C -0.23140 -2.12994 -0.19252 1.4 1.9 -1.2
H 0.19636 -1.09915 2.94958 0.2 -0.5 1.4
H 2.11554 -1.28853 -1.01451 0.0 1.1 0.7
H -1.09142 -2.36412 0.37335 -1.1 -0.6 -0.2
C 0.39268 -0.98692 0.18418 -0.7 -1.1 0.7
O -1.68787 0.42783 -1.70605 -1.7 2.4 1.8
H 1.26852 2.63985 -0.99527 -1.5 3.0 -0.3
H 0.61033 3.39445 -2.16140 0.0 0.5 1.0
C -0.25239 -0.12032 1.24488 2.6 2.2 0.2
C 1.80553 -0.64996 -0.13416 0.6 0.5 -1.1
H 0.56930 0.67309 1.61688 -1.4 -1.8 -0.5
H -1.57145 -0.36361 2.94131 1.7 -0.6 0.1
C -0.71113 -0.91922 2.43297 -3.3 0.2 -0.6
H -1.24162 -1.87264 2.12957 1.0 0.9 0.4
H -2.09479 -0.38847 -1.54106 -1.4 -1.7 1.0

3.
21
Properties=species:S:1:pos:R:3:forces:R:3 method="wB97M-V/def2-TZVPD" e_lumo_ha=0.027 relative_energy_ev=1.784 smiles=CC(C)CCO.O e_homo_ha=-0.3820 e_tot_ha=-349.31024 orbital_gap_ha=0.4094
C 0.85210 2.10806 -0.65784 1.9 1.5 1.2
H -3.26537 0.55779 1.27909 -0.5 0.7 -0.8
H 0.87588 -0.09667 -0.58466 -0.7 1.2 0.4
C -2.19044 1.23926 -0.22425 0.8 -0.6 2.3
H -1.87728 2.27127 -0.45693 -0.6 -0.1 0.9
H 1.20245 1.30337 2.08653 0.6 -0.4 -1.0
O 1.79574 -5.96369 -2.17406 0.2 0.7 0.8
H 2.40773 0.23932 1.21221 -0.9 0.2 0.1
O -3.50275 1.10256 0.49103 2.6 -0.2 0.2
C 0.55379 0.75902 0.10454 -1.0 -2.3 -1.8
C 1.31494 0.42662 1.36495 1.5 2.5 1.9
H 1.93438 -5.59923 -1.26837 -0.3 -0.7 -1.1
C -0.99002 0.43144 0.48822 -0.2 1.4 -0.6
H -1.03699 0.67496 1.54605 -0.3 0.1 0.3
H 1.76678 2.13929 -1.39890 -1.9 -0.8 1.3
H 1.22505 2.95161 0.09505 -1.2 -1.6 -1.3
H -0.04904 2.48161 -1.18443 0.7 -0.2 0.2
H 0.94767 -0.28605 2.09513 -0.5 -1.1 -0.9
H -2.32922 0.79862 -1.14097 -0.5 -1.1 -2.3
H 1.49488 -6.87216 -2.08728 0.0 0.0 0.3
H -1.13028 -0.66700 0.41488 -0.1 0.7 -0.2

4.
22
Properties=species:S:1:pos:R:3:forces:R:3 method="wB97M-V/def2-TZVPD" e_lumo_ha=-0.136 relative_energy_ev=5.297 e_homo_ha=-0.2815 e_tot_ha=-424.41157 orbital_gap_ha=0.1456
C 1.90946 0.50632 0.21025 -0.7 1.3 -2.4
C -1.38597 2.42452 0.76961 0.6 -0.4 0.2
O 0.05761 -0.62761 -1.82719 -0.1 1.1 -0.4
H -1.43472 0.15841 0.84088 -0.4 -1.0 -0.3
O -0.64411 -2.61067 -0.59742 -0.4 0.0 0.7
H 2.62121 -1.43472 -0.34286 0.4 -0.4 0.0
H 0.89630 -1.36904 0.14129 0.2 -0.6 0.0
C 1.90911 -1.05589 0.36215 -0.6 1.5 2.9
H -0.84138 -0.36802 -2.08089 0.4 -0.3 0.1
H -0.79868 -3.26004 0.09285 0.2 0.0 -0.1
H -0.09389 -1.44600 -1.25188 -0.3 -0.3 -0.5
C -0.25167 1.85552 0.28237 1.0 -0.1 -0.1
H 2.09503 -1.25188 1.48953 0.2 -0.2 -2.0
H -1.79837 2.18511 1.74510 0.1 0.4 0.1
H -1.50298 -1.18614 0.09711 1.4 -2.7 -0.9
H 2.88267 0.96578 0.33500 0.5 0.0 1.2
H -0.17140 1.88282 -0.78461 0.4 0.2 -0.6
O -2.00519 -0.42447 0.32125 -1.5 2.9 1.3
H 0.86497 1.16099 2.04892 -0.2 0.2 -0.9
C 0.83261 1.20586 0.92996 -0.4 -0.7 1.0
H -1.90251 3.08601 0.08378 -0.4 -0.2 0.2
H 1.76920 0.78736 -0.86070 -0.3 -0.8 0.5

5.
21
Properties=species:S:1:pos:R:3:forces:R:3 method="wB97M-V/def2-TZVPD" e_lumo_ha=0.029 relative_energy_ev=0.646 smiles=CCCCSC.O e_homo_ha=-0.3096 e_tot_ha=-672.29601 orbital_gap_ha=0.3383
C 0.42872 1.22979 0.73286 -0.1 1.5 0.6
H -1.21169 2.36328 0.26351 -0.4 0.3 -0.6
H 0.96031 0.29393 0.90702 -0.5 -0.1 -0.6
C -0.59415 -0.76588 -1.20006 -0.6 -0.8 1.5
O 0.72324 -3.05007 -3.77948 0.1 -0.2 0.0
H 1.54827 1.14909 4.21830 0.0 -0.4 0.2
S 0.77718 2.13649 2.33400 -0.3 -1.0 -1.0
H 1.65572 -3.00353 -3.55377 0.1 0.2 0.1
C -1.39860 0.49137 -0.88903 0.2 1.8 -2.4
H -1.73670 1.02737 1.18276 0.7 -0.2 -0.2
H -2.47090 0.38754 -0.97246 -0.4 -0.7 0.4
C 1.13344 0.67049 3.32508 0.7 0.4 0.9
H 0.30292 0.03896 3.65546 -0.1 0.3 -0.4
H -1.24605 1.19622 -1.74224 0.2 -0.4 0.2
H 0.60242 -3.98339 -3.97967 -0.2 0.0 0.0
H 0.42040 -0.55760 -1.54272 -0.1 0.0 0.2
H 0.85569 1.83593 -0.06960 0.9 -0.4 0.1
H -1.06135 -1.45479 -1.90594 -0.1 0.4 -0.2
H -0.58045 -1.34445 -0.24741 0.5 0.1 -0.6
H 1.94108 0.04165 2.91624 -0.4 0.3 -0.1
C -1.04949 1.29762 0.34715 -0.3 -1.2 1.9

6.
22
Properties=species:S:1:pos:R:3:forces:R:3 method="wB97M-V/def2-TZVPD" e_lumo_ha=0.029 relative_energy_ev=0.907 smiles=CCSSC.COC e_homo_ha=-0.3231 e_tot_ha=-1070.48893 orbital_gap_ha=0.3522
H 0.55368 -0.13710 4.58845 0.2 -0.1 -0.3
H -2.11577 2.40053 -0.35654 0.2 0.3 0.3
H 0.35738 4.13455 1.63201 -0.2 -0.1 0.1
H 3.56930 2.37789 1.96451 0.1 -0.1 -0.4
H -0.86473 3.68166 -0.41074 -0.1 -0.1 0.2
H 1.77881 1.01345 0.76828 0.5 -0.1 -0.1
O -1.09511 2.65224 1.39247 0.1 0.4 -0.1
H 3.02587 0.41258 -0.36301 -0.1 0.2 0.4
H 0.37626 0.10825 2.82276 0.3 -0.1 0.3
C 3.70194 2.04088 0.92266 0.2 0.2 0.0
S 3.28290 -0.60762 1.73050 0.0 0.1 0.0
C 0.95521 -0.41797 3.60028 -0.6 -0.2 -0.1
H 0.82294 -1.50432 3.46261 0.2 0.5 0.1
H 3.40010 2.85893 0.24716 0.1 -0.2 0.3
C 2.86013 0.80276 0.65960 -0.4 0.0 -0.3
C -1.64263 3.21530 0.21695 -0.2 -0.3 -0.3
H -0.06175 3.16170 3.07674 -0.2 0.2 -0.4
S 2.70218 0.04183 3.57414 -0.1 0.0 0.0
H -2.40927 3.97374 0.44856 0.2 -0.1 0.0
C -0.47061 3.64962 2.17597 0.2 -0.1 0.4
H -1.18717 4.42662 2.49131 0.1 -0.2 -0.1
H 4.77049 1.82361 0.75652 -0.4 0.1 0.1

7.
21
Properties=species:S:1:pos:R:3:forces:R:3 method="wB97M-V/def2-TZVPD" e_lumo_ha="0.014 / -0.001" relative_energy_ev=5.310 e_homo_ha="-0.2728 / -0.2876" e_tot_ha=-881.39428 orbital_gap_ha="0.2869 / 0.2868"
H 0.64879 -1.32643 1.04073 -0.7 -0.8 -0.4
H -0.82385 0.41749 2.49994 0.1 0.4 0.9
P -2.07589 -0.18556 2.74416 0.4 0.8 0.3
C 2.12508 0.43219 0.11387 -1.2 0.9 -0.1
H 0.07517 0.02235 -2.53924 -1.8 -0.3 -0.5
C 1.00685 -0.08561 -2.06630 0.2 -1.2 -1.8
C 0.84042 0.07226 -0.61521 -0.9 0.5 2.1
H 1.50013 0.71297 -2.57539 1.1 0.6 0.1
H -1.48202 -1.33102 3.33331 0.0 -0.4 -0.7
H 0.17730 1.01374 -0.57184 0.6 -1.3 0.4
H 2.05786 1.24703 0.80491 -0.4 0.3 0.6
H 2.69324 -0.32543 0.52662 0.4 -2.2 1.4
H -2.36263 1.09052 -1.22367 0.2 -0.5 0.6
H -1.12033 1.68166 0.41505 0.0 0.5 -0.1
C -2.17915 -0.34062 0.94856 2.5 0.3 0.8
C 0.20089 -1.14259 0.06106 -0.1 2.8 -0.2
H -2.72700 -1.08639 0.56341 -1.9 -2.9 -1.4
H 2.81043 0.73216 -0.58365 1.7 1.4 -2.1
H 1.37399 -1.05168 -2.44728 0.3 0.3 0.4
P -2.42885 1.20923 0.21437 -0.5 1.7 -0.6
H -0.31043 -1.75624 -0.64341 -0.2 -1.1 0.3

8.
22
Properties=species:S:1:pos:R:3:forces:R:3 method="wB97M-V/def2-TZVPD" e_lumo_ha=0.025 relative_energy_ev=0.321 e_homo_ha=-0.2739 e_tot_ha=-1279.71925 orbital_gap_ha=0.2992
C 2.07587 -0.67382 0.73962 -1.2 0.0 -1.9
H -3.16587 0.79454 0.27409 -0.9 0.9 -0.8
H 0.20179 -2.68183 0.90348 0.2 0.3 -1.2
H -1.30133 2.91533 0.43398 0.9 -1.0 1.7
P -0.96602 0.52247 1.15708 -1.3 0.3 0.1
H -1.00193 -2.44095 -0.28022 0.2 -0.4 -0.8
C -2.83443 0.51024 1.23187 0.8 -2.4 2.5
H 1.66335 0.00497 1.44226 0.3 0.4 1.2
C 1.68947 -1.14031 -2.09475 1.3 0.0 1.1
H 2.04797 -0.21211 -2.46764 0.1 0.8 -0.7
H 0.49321 -3.42911 -0.61785 0.6 -0.7 -1.1
S -0.89107 0.28554 -0.93846 1.2 -0.2 -0.1
H 3.00293 -0.41361 0.26524 0.6 0.6 0.0
H 0.35580 2.50376 1.11477 -0.2 0.1 -0.2
C 0.08650 -2.54294 -0.21820 -1.1 2.1 3.1
H 2.58940 -1.69340 -1.76666 -0.4 -0.2 -0.6
H -3.10612 1.17328 2.14880 -0.1 -1.4 -1.8
P 0.90620 -0.85746 -0.53140 -0.3 -2.8 1.0
H -3.09492 -0.65960 1.30718 0.2 2.8 0.3
H 1.04487 -1.66767 -2.74980 -0.3 -0.5 -0.8
C -0.71885 2.32307 1.25351 0.3 0.4 -2.7
H -0.91358 2.57524 2.24990 -0.7 0.9 1.5